Entry from the Open Molecules 2025 dataset: a molecular structure, C37H89BaF3N5O14S at a distorted geometry (the ωB97M-V functional and the def2-TZVPD basis).

The LUMO energy comes out at -3.73 eV. The value obtained for the HOMO-LUMO gap is 0.1993 Ha. The electronic energy comes out at -3513.1872 hartree. As for the total charge: +1. The multiplicity is 1. The calculation puts the highest occupied orbital energy at -9.16 eV.

Cartesian coordinates (Å):
Ba (-5.13, -2.15, 0.75)
C (-0.04, -0.70, 1.30)
F (0.33, -1.95, 1.43)
F (-0.77, -0.35, 2.41)
F (1.03, 0.07, 1.09)
S (-1.19, -0.54, -0.19)
O (-0.41, -1.00, -1.33)
O (-2.34, -1.37, 0.13)
O (-1.57, 0.87, -0.27)
C (-4.17, 0.45, 4.77)
C (-4.09, -0.51, 3.63)
C (-3.59, -1.90, 3.99)
O (-3.42, -2.76, 2.80)
C (-2.30, -3.60, 2.92)
N (-5.41, -0.72, 3.10)
H (-4.81, 0.14, 5.59)
H (-4.45, 1.47, 4.48)
H (-3.19, 0.52, 5.24)
H (-3.50, 0.00, 2.86)
H (-4.32, -2.24, 4.73)
H (-2.63, -1.83, 4.51)
H (-2.48, -4.31, 3.72)
H (-1.33, -3.10, 2.97)
H (-2.32, -4.28, 2.07)
H (-6.00, -1.18, 3.79)
H (-5.87, 0.18, 3.09)
C (-6.69, 1.47, -1.83)
C (-6.21, 0.12, -1.41)
C (-5.21, -0.46, -2.46)
O (-4.54, -1.61, -1.92)
C (-3.49, -2.00, -2.79)
N (-5.68, 0.40, -0.09)
H (-5.86, 2.15, -1.65)
H (-7.54, 1.78, -1.23)
H (-7.03, 1.38, -2.86)
H (-7.08, -0.52, -1.28)
H (-4.53, 0.37, -2.67)
H (-5.70, -0.68, -3.41)
H (-2.68, -1.28, -2.85)
H (-3.92, -2.24, -3.76)
H (-3.03, -2.91, -2.40)
H (-6.44, 0.87, 0.38)
H (-4.94, 1.08, -0.18)
C (2.31, -2.63, -4.21)
C (1.68, -3.68, -3.35)
C (2.51, -4.98, -3.36)
O (2.32, -5.52, -4.64)
C (1.26, -6.42, -4.92)
N (1.59, -3.21, -2.00)
H (1.81, -1.66, -4.18)
H (2.07, -2.94, -5.23)
H (3.37, -2.46, -4.01)
H (0.65, -3.87, -3.65)
H (2.29, -5.69, -2.56)
H (3.55, -4.65, -3.28)
H (1.24, -7.28, -4.26)
H (1.29, -6.73, -5.97)
H (0.31, -5.92, -4.76)
H (0.99, -2.41, -1.86)
H (2.52, -2.88, -1.81)
C (0.04, -1.00, 5.35)
C (1.30, -0.16, 5.91)
O (2.25, -1.12, 6.15)
O (-0.70, -1.71, 6.37)
H (0.46, -1.64, 4.57)
H (-0.64, -0.29, 4.87)
H (1.02, 0.48, 6.75)
H (1.61, 0.54, 5.14)
H (1.88, -1.66, 6.85)
H (-0.09, -2.35, 6.73)
C (1.83, 2.75, -2.82)
C (1.08, 1.66, -2.14)
O (0.24, 0.91, -3.00)
O (2.71, 2.29, -3.81)
H (2.35, 3.30, -2.03)
H (1.24, 3.50, -3.34)
H (0.45, 1.88, -1.29)
H (1.77, 0.94, -1.68)
H (-0.15, 0.18, -2.52)
H (2.14, 1.87, -4.46)
C (-0.59, -5.14, 0.16)
C (-0.78, -6.20, -1.03)
O (-0.71, -5.44, -2.17)
O (0.77, -4.97, 0.55)
H (-1.09, -5.55, 1.04)
H (-0.93, -4.14, -0.07)
H (-1.80, -6.57, -0.98)
H (0.07, -6.88, -1.12)
H (0.23, -5.28, -2.24)
H (1.27, -4.55, -0.15)
C (8.37, 0.53, 0.33)
C (6.96, 0.50, 0.78)
C (6.44, 1.94, 0.57)
C (6.23, 2.19, -0.97)
C (5.19, 1.22, -1.45)
C (5.50, -0.28, -1.24)
N (6.15, -0.55, 0.07)
O (6.62, -1.85, 0.33)
C (4.13, -1.02, -1.23)
C (6.38, -0.77, -2.37)
C (6.86, 0.30, 2.33)
H (8.84, -0.45, 0.32)
H (9.05, 1.23, 0.82)
H (8.41, 0.84, -0.72)
H (5.49, 2.12, 1.07)
H (7.16, 2.61, 1.04)
H (7.06, 2.03, -1.66)
H (5.81, 3.20, -1.08)
H (4.98, 1.41, -2.50)
H (4.25, 1.54, -1.00)
H (3.69, -1.12, -2.22)
H (4.21, -1.94, -0.66)
H (3.43, -0.47, -0.60)
H (5.97, -0.69, -3.38)
H (7.39, -0.36, -2.31)
H (6.61, -1.83, -2.26)
H (5.86, 0.33, 2.76)
H (7.54, 0.95, 2.88)
H (7.13, -0.72, 2.63)
H (5.92, -2.31, 0.80)
C (-1.20, 3.50, 1.72)
C (-2.49, 4.31, 1.60)
C (-2.18, 5.80, 1.86)
C (-1.54, 6.55, 0.62)
C (-2.44, 6.37, -0.53)
C (-2.66, 4.87, -0.89)
N (-3.07, 4.11, 0.27)
O (-3.53, 2.86, -0.02)
C (-3.89, 4.90, -1.90)
C (-1.42, 4.35, -1.57)
C (-3.52, 3.80, 2.55)
H (-1.31, 2.42, 1.57)
H (-0.71, 3.53, 2.69)
H (-0.39, 3.89, 1.10)
H (-2.90, 6.38, 2.43)
H (-1.27, 5.86, 2.45)
H (-0.58, 6.14, 0.32)
H (-1.29, 7.59, 0.82)
H (-2.02, 6.92, -1.38)
H (-3.36, 6.89, -0.24)
H (-3.79, 5.48, -2.82)
H (-4.12, 3.91, -2.28)
H (-4.77, 5.30, -1.40)
H (-1.61, 3.27, -1.61)
H (-1.41, 4.59, -2.64)
H (-0.49, 4.42, -1.01)
H (-3.19, 3.99, 3.58)
H (-3.84, 2.76, 2.52)
H (-4.36, 4.45, 2.32)
H (-2.76, 2.29, 0.08)


Entry from the Open Molecules 2025 dataset: C6H10O in the gas phase (the ωB97M-V functional and the def2-TZVPD basis).

The LUMO energy comes out at 0.87 eV. The value obtained for the HOMO-LUMO gap is 0.3447 Ha. The electronic energy comes out at -309.7320 hartree. The multiplicity is 1. The calculation puts the highest occupied orbital energy at -8.50 eV.

Cartesian coordinates (Å):
C (1.37, -0.45, 1.47)
C (-0.07, -0.28, 1.05)
O (-0.79, 0.89, 1.56)
C (-1.50, 1.08, 0.44)
C (0.29, 1.26, -1.01)
C (-0.56, 0.14, -0.35)
C (-1.06, -0.94, -1.29)
H (1.71, -1.43, 1.13)
H (2.04, 0.31, 1.06)
H (1.45, -0.44, 2.56)
H (-0.65, -1.14, 1.41)
H (-0.19, 2.22, -0.77)
H (0.28, 1.17, -2.09)
H (1.31, 1.31, -0.64)
H (-0.25, -1.63, -1.56)
H (-1.86, -1.53, -0.82)
H (-1.46, -0.52, -2.21)


- multiplicity of number 1 (C37H89BaF3N5O14S)?
  1